A molecular structure, C5H13N3O in a non-equilibrium geometry, computed with the ωB97M-V functional and the def2-TZVPD basis.

Each line ends with the natural charge from an NBO analysis.
CARTESIAN COORDINATES (ANGSTROEM)
C (-1.70908, -0.82772, 0.61750)  -0.3709
C (-0.70884, -1.50561, 1.46446)  -0.4319
C (1.98597, 0.61434, -0.45416)  -0.6601
C (0.07429, -0.93142, 0.29404)  0.0827
C (0.70237, 0.39511, 0.31856)  0.4827
N (-1.09008, 1.48069, -1.89093)  -0.5419
N (0.38787, -1.78616, -0.82437)  -0.8288
N (0.74570, 1.03508, 1.58920)  -0.7979
O (-0.61802, 1.24866, -0.58846)  -0.6312
H (-0.36055, 1.76333, -2.54563)  0.3093
H (-1.68829, 2.30381, -1.78663)  0.3351
H (0.11571, -1.32785, -1.69123)  0.3726
H (-0.06087, -2.69303, -0.76923)  0.3715
H (1.15330, 1.95809, 1.50205)  0.3774
H (-0.18857, 1.14930, 1.96201)  0.3817
H (-2.17130, 0.08520, 0.96098)  0.2135
H (-2.27074, -1.36005, -0.13527)  0.2088
H (-0.52072, -1.06054, 2.43700)  0.2233
H (-0.74114, -2.59284, 1.49820)  0.2110
H (2.85464, 0.34464, 0.15744)  0.2312
H (2.02115, 0.03936, -1.37927)  0.2377
H (2.08720, 1.66762, -0.73625)  0.2245

The charge is 0. The calculation puts the HOMO energy at -7.0 eV.

=====

2 unconnected molecules or ions with the total composition C5H13N3O, computed with the ωB97M-V functional and the def2-TZVPD basis.

Each line ends with the natural charge from an NBO analysis.
CARTESIAN COORDINATES (ANGSTROEM)
H (2.73012, -0.75495, 0.36988)  0.3376
N (2.24794, -0.31570, -0.40666)  -0.7189
C (1.17400, 0.28068, -0.09818)  0.4488
N (0.40376, 0.79899, -1.09946)  -0.8321
C (0.60046, 0.41754, 1.30797)  -0.2847
C (0.49739, 1.88559, 1.72708)  -0.6005
C (-0.75999, -0.27203, 1.40516)  -0.5975
H (0.83184, 0.76447, -2.01227)  0.4122
H (-0.14737, 1.61220, -0.89906)  0.3767
H (1.29493, -0.08383, 1.99260)  0.2087
H (-0.27899, 2.40726, 1.16582)  0.1931
H (1.44342, 2.39604, 1.56617)  0.2197
H (0.24447, 1.95115, 2.78347)  0.2143
H (-1.15696, -0.16789, 2.41188)  0.2100
H (-1.46392, 0.17497, 0.70733)  0.2030
H (-0.66278, -1.33048, 1.17866)  0.2077
N (-1.78438, -1.39311, -1.82056)  -0.8215
C (-0.59506, -1.88671, -2.22540)  0.5361
O (-0.02387, -1.54514, -3.22760)  -0.6070
H (-2.18654, -1.63888, -0.93384)  0.3921
H (-2.19772, -0.62850, -2.34312)  0.3973
H (-0.21075, -2.67167, -1.54986)  0.1048

The charge is 0. The calculation puts the HOMO energy at -9.1 eV. The SMILES is [H]/N=C(/N)C(C)C.NC=O.

=====

A molecular structure, C5H13N3O2S in a non-equilibrium geometry, computed with the ωB97M-V functional and the def2-TZVPD basis.

Each line ends with the natural charge from an NBO analysis.
CARTESIAN COORDINATES (ANGSTROEM)
C (0.58882, 0.26257, 0.14890)  0.8733
C (0.27730, 0.10409, -2.28253)  -0.3830
C (2.06682, -1.16542, -1.18690)  -0.4248
C (-0.93147, 1.72710, 1.41606)  -0.4382
C (-1.95941, 0.49931, -0.17005)  -0.4112
N (0.91393, -0.34302, -1.05532)  -0.4485
N (-0.66331, 0.82445, 0.31816)  -0.4597
N (-0.17216, -1.58976, 1.28183)  -1.1022
O (1.44847, 0.45847, 1.04297)  -0.7294
O (0.29111, -1.11215, 3.64773)  -0.9019
S (0.92270, -1.30851, 2.35187)  1.5427
H (1.13061, -0.12240, -2.96473)  0.2049
H (-0.49448, -0.53712, -2.49083)  0.1893
H (0.03108, 1.05940, -2.17952)  0.2005
H (2.48246, -1.17597, -0.13173)  0.2440
H (1.89261, -2.13452, -1.71886)  0.2046
H (2.97617, -0.72513, -1.76329)  0.1854
H (-0.00607, 2.30175, 1.57344)  0.2279
H (-1.79972, 2.39589, 1.33917)  0.2101
H (-1.00675, 1.36500, 2.46053)  0.2130
H (-2.73352, 0.41510, 0.52302)  0.2112
H (-2.25581, 1.08056, -1.04781)  0.1970
H (-1.88693, -0.45843, -0.72030)  0.2089
H (-1.11244, -1.82127, 1.60819)  0.3861

The charge is 0. The calculation puts the HOMO energy at -8.9 eV.

=====

2 unconnected molecules or ions with the total composition C5H13N3O3 in a non-equilibrium geometry, computed with the ωB97M-V functional and the def2-TZVPD basis.

Each line ends with the natural charge from an NBO analysis.
CARTESIAN COORDINATES (ANGSTROEM)
C (1.52360, -0.99545, 0.04471)  -0.4030
C (2.51438, 0.12275, 0.23721)  -0.2391
C (0.31490, -0.69380, 1.02897)  -0.2181
C (-1.52258, 0.99577, 0.53266)  0.1146
C (-2.25170, -0.14366, -1.85037)  0.4910
N (1.88070, 1.35414, -0.14301)  -0.4836
N (0.72288, 1.68019, 0.55195)  -0.2878
N (-0.12042, 0.63917, 0.67077)  -0.3524
O (-2.31645, 0.05959, 1.23905)  -0.7468
O (-2.70024, -1.16263, -1.18374)  -0.6877
O (-1.13251, -0.32303, -2.50277)  -0.6730
H (1.09412, -0.90122, -1.04677)  0.1625
H (1.91762, -1.97863, 0.22501)  0.2034
H (2.73635, 0.17709, 1.28595)  0.1818
H (3.39101, -0.00349, -0.22744)  0.2014
H (-0.48163, -1.31820, 0.96258)  0.2108
H (0.70140, -0.55359, 2.05767)  0.1698
H (-1.78265, 1.94577, 0.98689)  0.1627
H (-1.63755, 1.05044, -0.49849)  0.1667
H (1.78747, 1.57481, -1.17891)  0.3625
H (0.97776, 2.08484, 1.50285)  0.3097
H (-2.98641, -0.43104, 0.70530)  0.4968
H (-2.07263, -2.01682, -1.23403)  0.4320
H (-0.55741, -1.16298, -2.16603)  0.4257

The charge is 0. The calculation puts the HOMO energy at -7.6 eV.

=====

2 unconnected molecules or ions with the total composition C5H13N5 in a non-equilibrium geometry, computed with the ωB97M-V functional and the def2-TZVPD basis.

Each line ends with the Mulliken spin population.
CARTESIAN COORDINATES (ANGSTROEM)
C (-1.32975, -0.52039, -1.96584)  0.0808
C (3.25222, -1.74870, 0.02472)  0.9115
C (-0.28429, 0.64926, 0.29965)  -0.0128
C (-1.34916, 1.47696, -0.61637)  -0.0168
C (-0.66673, -0.03852, 1.62919)  0.0563
N (-0.10692, -0.78704, -1.51870)  0.0074
N (0.46629, -0.32047, -0.45668)  0.6913
N (-2.00485, 0.52296, -1.56122)  0.1492
N (-2.20897, 2.14779, 0.20848)  0.0009
N (4.22938, -1.67433, 0.80483)  -0.0909
H (-1.75100, -1.23878, -2.72721)  0.0022
H (2.26428, -1.69439, 0.44820)  0.1064
H (0.41817, 1.51864, 0.59691)  0.0365
H (-0.66485, 2.10409, -1.19923)  0.0060
H (-0.66434, 0.74663, 2.39693)  -0.0005
H (0.21565, -0.66942, 1.95258)  0.0082
H (-1.50316, -0.73988, 1.50824)  -0.0033
H (0.20571, -1.72477, -1.96918)  -0.0021
H (-3.03382, 0.22177, -1.42799)  -0.0003
H (-2.63547, 3.06288, 0.04806)  -0.0001
H (-2.27134, 1.97491, 1.19878)  0.0002
H (4.21374, -1.69193, 1.81876)  0.0463
H (5.20920, -1.57727, 0.50709)  0.0235

The spin multiplicity is 3. The charge is +2. The calculation puts the HOMO energy (spin up / spin down) at -16.1 / -16.4 eV.

=====

2 unconnected molecules or ions with the total composition C5H13NO in a non-equilibrium geometry, computed with the ωB97M-V functional and the def2-TZVPD basis.

Each line ends with the natural charge from an NBO analysis.
CARTESIAN COORDINATES (ANGSTROEM)
C (1.31448, -0.59217, 2.31289)  -0.4238
C (0.27016, -0.15991, 1.61037)  -0.1605
C (0.29527, 1.14685, 0.83078)  -0.4467
C (1.03358, 0.95658, -0.49479)  -0.3938
C (0.36002, 0.03989, -1.51755)  -0.2331
N (-0.55861, 0.80472, -2.40637)  -0.8423
H (1.51512, -1.63965, 2.47571)  0.2003
H (2.09556, 0.12537, 2.52818)  0.1861
H (-0.70657, -0.62166, 1.55456)  0.2065
H (0.69059, 1.98691, 1.39485)  0.2135
H (-0.75878, 1.36674, 0.61992)  0.1949
H (1.19284, 1.93359, -0.94425)  0.2124
H (2.00098, 0.51977, -0.22883)  0.1967
H (1.12037, -0.37670, -2.16354)  0.1821
H (-0.13940, -0.75498, -0.95429)  0.1986
H (-1.50927, 0.45048, -2.29080)  0.3521
H (-0.35990, 0.54041, -3.36413)  0.3514
O (-2.34623, -1.81117, 0.08593)  -0.9426
H (-2.43402, -2.65393, 0.54083)  0.4751
H (-3.07621, -1.26114, 0.41054)  0.4731

The charge is 0. The calculation puts the HOMO energy at -9.0 eV. The SMILES is C=CCCCN.O.